Entry 1:
10
Properties=species:S:1:pos:R:3:forces:R:3:mulliken_charge:R:1 method="wB97M-V/def2-TZVPD" homo_lumo_gap_ev=10.38 spin_multiplicity=1
O -0.190198 0.172354 -1.689058 0.173 0.001 -0.099 -0.4798
C 0.138538 0.040469 -0.367372 -0.133 0.302 0.113 0.6538
C 1.613050 -0.170570 -0.045529 -0.312 -0.404 0.081 -0.9899
C 0.960095 -1.289015 0.188618 0.486 0.029 -0.007 0.0941
C -0.665870 0.855384 0.530451 -0.285 0.263 0.320 -0.7488
C -1.297888 1.548373 1.281902 0.268 -0.271 -0.270 0.3091
H 0.654235 0.168556 -2.169267 -0.153 -0.005 -0.007 0.3654
H -0.333828 -1.126498 0.033801 -0.104 0.041 0.013 0.0490
H 0.964389 -2.369955 0.278612 -0.022 0.158 -0.006 0.3274
H -1.842523 2.170901 1.957842 0.081 -0.114 -0.138 0.4198

Entry 2:
11
Properties=species:S:1:pos:R:3:forces:R:3:mulliken_charge:R:1 method="wB97M-V/def2-TZVPD" homo_lumo_gap_ev=7.81 spin_multiplicity=1
O -0.857800 -1.462050 -2.067131 0.293 0.992 1.049 -0.2386
C -0.634599 -0.893316 -1.098059 -0.258 -0.683 -0.935 0.2537
C 1.158518 0.636407 -0.673805 0.132 0.049 0.180 -0.9632
C 0.472777 0.981720 0.461309 -0.002 -0.057 -0.208 0.1521
C -0.376947 0.116573 1.185415 -0.049 -0.091 -0.083 -0.6437
C -1.006590 -0.944058 0.561303 -0.200 -0.237 0.307 0.6618
O -1.686876 -1.910047 0.796689 0.384 0.387 -0.122 -0.5301
H 1.563032 -0.352343 -0.852750 -0.091 0.006 0.124 0.3789
H 1.592747 1.426700 -1.282233 -0.113 -0.176 -0.005 0.2688
H 0.516631 2.019183 0.796870 -0.128 -0.114 -0.183 0.3210
H -0.740893 0.381232 2.172391 0.033 -0.074 -0.125 0.3393

Entry 3:
11
Properties=species:S:1:pos:R:3:forces:R:3:mulliken_charge:R:1 method="wB97M-V/def2-TZVPD" homo_lumo_gap_ev=8.94 spin_multiplicity=1
O 1.796439 1.448122 0.991943 -0.159 -0.279 -0.422 -0.5103
C 1.066721 0.729900 0.354384 0.419 0.259 0.151 0.4212
C 1.124438 -0.728794 0.116291 -0.128 -0.004 -0.019 -0.3163
C -0.113967 -1.168006 -0.151857 0.112 0.106 0.072 -0.3589
C -1.153372 -0.064916 -0.117318 -0.093 0.051 0.021 -0.4669
C -0.280101 1.172945 -0.279184 -0.148 0.497 -0.089 0.3587
O -0.539969 2.253855 -0.729328 0.078 -0.591 0.186 -0.4955
H 2.039782 -1.309536 0.145485 -0.187 0.055 0.074 0.3974
H -0.358182 -2.195952 -0.410674 -0.022 0.205 0.158 0.3970
H -1.556552 0.130364 0.885959 -0.114 -0.543 0.033 0.2284
H -2.007533 -0.208489 -0.779449 0.242 0.244 -0.165 0.3452

Entry 4:
11
Properties=species:S:1:pos:R:3:forces:R:3:mulliken_charge:R:1 method="wB97M-V/def2-TZVPD" homo_lumo_gap_ev=8.50 spin_multiplicity=1
C -2.360676 0.444215 0.266214 1.449 1.128 0.664 0.0759
C -0.286724 -1.188952 -0.299098 -1.474 5.409 -0.184 -0.2555
C 0.622293 0.096329 -0.359735 -1.700 -1.098 -2.229 0.2373
C -1.124800 -0.159845 -0.294550 3.589 -2.007 0.678 -0.1017
C 1.681872 0.201178 0.660456 1.228 0.597 -1.767 -0.6221
O -3.500089 0.187607 0.053364 -0.537 -0.661 -0.568 -0.4186
O 2.880772 0.566672 -0.040684 -3.827 -0.944 1.118 -0.3427
H -2.071782 1.249600 0.979070 -0.111 -0.156 -0.071 0.3135
H -0.173168 -2.195642 -0.192771 0.313 -2.453 0.259 0.4330
H 0.845430 0.333692 -1.449806 -0.017 0.016 1.549 0.2664
H 3.486872 0.465149 0.677538 1.088 0.169 0.552 0.4145

Entry 5:
11
Properties=species:S:1:pos:R:3:forces:R:3:mulliken_charge:R:1 method="wB97M-V/def2-TZVPD" homo_lumo_gap_ev="7.61 / 8.27" spin_multiplicity=1
C 0.349301 -0.425685 0.130679 -1.134 1.084 1.867 0.0659
C -0.316488 0.274999 1.213146 1.917 -1.020 2.143 0.1394
C -2.023425 1.628541 2.598634 1.896 -2.610 -2.770 -0.1022
C 0.829730 -0.747680 -0.918991 0.807 0.179 -0.850 0.5971
C 1.435524 -1.036556 -2.208083 -1.340 -0.693 -2.085 -1.1356
O -0.061988 0.386408 2.392574 0.481 -0.597 -2.927 -0.4296
O -2.228781 1.068640 1.562400 -1.147 1.432 0.957 -0.3158
H -2.692645 2.262299 3.034750 -2.356 1.884 1.474 0.3631
H 0.580099 -0.960935 -3.033393 1.921 -0.168 1.577 0.2462
H 1.853549 -2.063345 -2.254677 -0.422 0.462 0.116 0.2816
H 2.275125 -0.386685 -2.517040 -0.622 0.048 0.497 0.2897

Entry 6:
13
Properties=species:S:1:pos:R:3:forces:R:3:mulliken_charge:R:1 method="wB97M-V/def2-TZVPD" homo_lumo_gap_ev="5.61 / 5.62" charge=-1 spin_multiplicity=1
C -1.035945 0.539601 -0.113841 -1.408 -1.670 -1.293 -0.5994
C -1.767538 -0.296974 -0.987191 1.154 1.703 1.217 -0.3614
C 0.949497 -0.342214 0.464116 0.374 -1.573 0.267 0.2912
C 1.900523 0.652415 0.006175 1.334 0.525 -1.658 0.2869
C -0.337292 -0.068451 1.101904 -1.760 -0.053 1.144 -0.3564
O 1.982161 1.856358 0.003770 0.151 -1.552 0.273 -0.5593
O 2.817435 -0.234312 -0.687213 -0.223 0.713 0.301 -0.4325
P 1.822297 -1.636438 -0.316340 -0.993 2.348 1.074 0.0531
S -2.171741 -1.911318 -0.690785 0.281 -0.520 -0.090 -0.4801
H -0.859070 1.631246 -0.248167 -0.150 -1.093 -0.232 0.3437
H -2.093552 0.083114 -1.954809 -0.065 0.391 0.200 0.2804
H -0.480536 0.768610 1.835806 1.295 -0.902 -0.037 0.2374
H -0.726239 -1.041638 1.586575 0.008 1.683 -1.166 0.2964

Entry 7:
12
Properties=species:S:1:pos:R:3:forces:R:3:mulliken_charge:R:1 method="wB97M-V/def2-TZVPD" homo_lumo_gap_ev="6.67 / 6.68" spin_multiplicity=1
C 1.340224 0.501998 -0.176339 -1.074 -2.333 1.063 -0.6155
C 0.120998 0.009815 -0.802000 -0.421 -0.764 -0.699 -0.4833
C 1.683899 -0.431155 0.784171 -1.598 0.812 -0.952 -0.3028
C -0.108309 -1.288413 -0.305011 -0.605 -1.070 0.971 0.6283
C -2.804539 -0.620701 0.305026 2.212 2.987 0.367 0.0656
O 0.786185 -1.483061 0.711725 1.284 -0.177 1.149 -0.2934
O -1.020902 -2.124195 -0.431722 0.509 1.089 -0.528 -0.6527
S -1.942265 0.670345 0.326943 -1.982 -2.834 -0.112 -0.1363
H 1.703484 1.448980 -0.356695 1.137 1.663 -0.145 0.4490
H -0.406188 0.147972 -1.743047 0.722 0.848 -0.055 0.4942
H 2.309810 -0.427930 1.686754 -0.079 -0.034 -0.929 0.3851
H -3.424742 -1.482483 0.382209 -0.106 -0.186 -0.130 0.4618

Entry 8:
12
Properties=species:S:1:pos:R:3:forces:R:3:mulliken_charge:R:1 method="wB97M-V/def2-TZVPD" homo_lumo_gap_ev="6.89 / 7.31" spin_multiplicity=1
C -1.245865 -0.517058 0.014131 1.316 -1.320 0.193 -0.7619
C 0.845084 -1.936254 -0.165373 -1.786 0.764 0.448 -0.4047
C -0.094569 0.343738 0.256057 -0.259 2.119 -0.668 0.9519
C 1.194552 -0.483513 -0.160268 0.164 -2.314 -0.871 0.2535
C -0.317996 1.852722 0.110632 1.586 -0.591 -0.160 -0.4098
O 2.228943 -0.189935 -0.735786 -0.588 1.598 1.121 -0.5464
O -0.336455 1.320603 1.370918 -0.220 -2.258 0.902 -0.4085
S -0.850114 -2.121692 -0.134119 1.347 0.594 -0.121 -0.0519
H -2.250063 -0.287049 0.128357 -1.530 0.693 0.325 0.4693
H 1.461891 -2.778985 -0.466684 0.004 0.505 0.164 0.4173
H 0.537169 2.481817 0.108892 0.981 0.442 -1.167 0.2619
H -1.172578 2.315605 -0.326757 -1.015 -0.233 -0.167 0.2293

What electronic energy values result from the calculations? In sequence: -7289.70276; -9341.63326; -9343.42414; -9338.05151; -9337.84412; -29468.16889; -20175.64369; -20175.53692 eV.